This record from the Open Molecules 2025 dataset describes a 2-piece molecular cluster, C9H14 overall. The level of theory is the ωB97M-V functional and the def2-TZVPD basis.

Each line ends with the natural charge from an NBO analysis.
Geometry (Å):
C -0.08680 1.89428 2.53532  -0.215
C 0.05935 0.70836 1.84195  -0.227
C -1.44113 -2.39375 -1.71859  -0.610
C 1.07295 0.61317 0.84236  -0.007
C 0.73051 3.02789 2.08012  -0.208
C 1.23747 -0.62072 -0.06214  -0.637
C 1.79171 2.82386 1.20747  -0.224
C -2.45386 -2.12345 -2.78209  -0.613
C 2.05612 1.55234 0.74818  -0.214
H 0.42889 -0.95263 -0.69743  0.225
H 1.49424 -1.54606 0.44514  0.217
H -3.37909 -1.96396 -2.32414  0.209
H -1.89710 -3.10406 -0.93226  0.199
H -1.17726 -1.39522 -1.14373  0.194
H 2.83683 1.43710 0.06533  0.208
H -0.51382 -2.85528 -1.73036  0.214
H -0.81212 2.13164 3.29369  0.219
H -0.34258 -0.29217 2.27587  0.222
H 0.63571 4.09129 2.63005  0.212
H -2.60801 -2.84032 -3.48538  0.206
H 2.12519 -0.52840 -0.82735  0.209
H -2.20038 -1.35822 -3.46137  0.205
H 2.44318 3.69433 1.19934  0.217

Values from the calculation:
HOMO energy ... -8.85 eV
Structure (SMILES) ... Cc1ccccc1.CC
Total charge ... 0
HOMO-LUMO gap ... 9.82 eV

=====

This record from the Open Molecules 2025 dataset describes a 2-piece molecular cluster, C9H14 overall. The level of theory is the ωB97M-V functional and the def2-TZVPD basis.

Each line ends with the natural charge from an NBO analysis.
Geometry (Å):
C -2.74486 -1.34333 1.17700  -0.193
C -2.06018 -1.40172 2.43162  -0.235
C -2.07179 -1.53321 -0.02448  -0.225
C 1.12121 3.48692 -1.34399  -0.624
C -0.62490 -1.61269 -0.00354  -0.015
C -0.75245 -1.49735 2.40404  -0.210
C 0.24195 -1.93286 -1.22827  -0.648
C 2.37721 2.67977 -0.92350  -0.619
C 0.00824 -1.58076 1.25349  -0.205
H -0.27492 -2.37821 -1.99047  0.215
H 1.03592 -2.73320 -1.18029  0.224
H -2.54169 -1.70703 -1.01088  0.217
H -3.74981 -1.01318 1.22218  0.208
H 0.94828 -1.09242 -1.58709  0.221
H 0.54660 2.72400 -1.80387  0.210
H 0.41968 3.85808 -0.51231  0.213
H 2.73711 2.71892 0.05651  0.209
H -0.07833 -1.56628 3.26533  0.210
H 1.14458 -1.53205 1.35966  0.213
H 3.28377 3.03586 -1.42476  0.202
H 2.40266 1.61045 -1.29957  0.198
H -2.80215 -1.41380 3.23099  0.223
H 1.43390 4.22407 -2.06781  0.211

Values from the calculation:
HOMO energy ... -8.97 eV
Structure (SMILES) ... Cc1ccccc1.CC
Total charge ... 0
HOMO-LUMO gap ... 9.88 eV

=====

This record from the Open Molecules 2025 dataset describes a 2-piece molecular cluster, C9H14 overall. The level of theory is the ωB97M-V functional and the def2-TZVPD basis.

Each line ends with the natural charge from an NBO analysis.
Geometry (Å):
C -1.11754 -0.72242 0.81242  -0.224
C 0.87742 -1.73688 -2.37405  -0.624
C -0.31885 -1.45833 -0.02936  -0.200
C 1.11927 1.24220 2.88578  -0.601
C 1.38922 1.15994 1.34474  -0.603
C -0.08561 0.43410 -1.57418  -0.231
C -1.20297 1.13570 -0.76738  -0.204
C 0.18464 -0.90706 -1.37185  0.005
C -1.72127 0.53692 0.39278  -0.249
H 0.43078 -2.83208 -2.32391  0.218
H -1.47880 2.21256 -1.11644  0.224
H 0.51875 1.52916 0.82371  0.222
H 1.63457 0.16523 1.15976  0.202
H 0.55379 -1.23360 -3.26750  0.221
H 0.06363 0.99974 3.01161  0.196
H 0.32412 0.83992 -2.54822  0.209
H -1.60942 -1.11998 1.69047  0.216
H 1.43709 2.14689 3.16610  0.197
H -0.01894 -2.42804 0.29570  0.208
H 2.40437 1.68971 1.09029  0.187
H 1.85455 -1.68843 -2.28378  0.216
H 1.66404 0.57542 3.47111  0.194
H -2.52446 1.03854 0.91765  0.222

Values from the calculation:
HOMO energy ... -8.90 eV
Structure (SMILES) ... Cc1ccccc1.CC
Total charge ... 0
HOMO-LUMO gap ... 9.95 eV

=====

This record from the Open Molecules 2025 dataset describes a 2-piece molecular cluster, C9H14 overall. The level of theory is the ωB97M-V functional and the def2-TZVPD basis.

Each line ends with the natural charge from an NBO analysis.
Geometry (Å):
C 0.20367 -3.06289 -1.00709  -0.039
C 1.08308 -2.30871 -0.28632  -0.254
C 0.52291 1.18593 -1.68716  -0.692
C 1.28509 -0.94443 -0.56735  0.006
C -0.73823 -0.94384 -1.87375  -0.262
C -0.19462 2.16224 1.91058  -0.596
C 0.33193 -0.23158 -1.39218  0.182
C -1.10809 1.49095 2.97111  -0.597
C -0.79056 -2.32803 -1.75527  -0.019
H -2.12984 1.38427 2.61779  0.207
H -0.68058 0.52307 3.02694  0.195
H 2.15100 -0.39633 -0.21155  0.245
H -0.19766 1.60736 0.97149  0.153
H 0.26711 -4.13409 -0.91998  0.256
H 1.58418 1.40138 -1.82302  0.262
H -0.34748 3.20492 1.62096  0.213
H -0.97231 2.04488 3.89142  0.222
H -1.45939 -0.43694 -2.48757  0.252
H 0.80181 2.12136 2.34070  0.206
H -1.59822 -2.91608 -2.18254  0.249
H -0.10083 1.57555 -2.48874  0.261
H 1.90076 -2.83041 0.19883  0.253
H 0.18626 1.83143 -0.86730  0.297

Values from the calculation:
⟨S²⟩ ... 0.769
HOMO energy (spin up / spin down) ... -14.67 / -14.67 eV
Total charge ... +1
Spin multiplicity ... 2
HOMO-LUMO gap (spin up / spin down) ... 10.13 / 6.33 eV

=====

DFT total energy / Eh: -351.2410 -351.2597 -351.2362 -350.9856